(1)
The following is a DFT calculation (the ωB97M-V functional and the def2-TZVPD basis) of a molecular structure, C17H34BeOP2 at a distorted geometry.

E_HOMO (spin up / spin down) in eV: -4.55 / -4.54
HOMO-LUMO gap (spin up / spin down) in eV: 4.5 / 4.5
F_max in eV/A: 3.726
Energy relative to the best compared isomer or geometry (same formula, charge and spin) in kcal/mol: 127.4

```
! wB97M-V def2-TZVPD RIJCOSX def2/J DEFGRID3
* xyz 0 1
P 0.133 -2.119 -0.986
P 0.252 1.944 -1.780
C -0.210 -0.944 -2.417
C 0.651 0.327 -2.615
H -1.282 -0.687 -2.387
H -0.098 -1.573 -3.320
H 1.707 0.098 -2.407
H 0.616 0.566 -3.697
C -1.065 2.714 -2.779
H -1.551 3.507 -2.193
H -1.849 1.997 -3.055
H -0.649 3.151 -3.696
C 1.721 2.907 -2.268
H 1.570 3.364 -3.258
H 2.615 2.266 -2.297
H 1.915 3.692 -1.526
C -0.900 -3.496 -1.610
H -0.903 -4.315 -0.883
H -0.508 -3.875 -2.567
H -1.942 -3.192 -1.761
C 1.819 -2.701 -1.328
H 2.529 -1.865 -1.314
H 1.854 -3.220 -2.301
H 2.096 -3.392 -0.518
Be 1.120 -1.491 2.689
C -0.147 2.489 -0.070
C -1.556 2.424 0.214
C -2.398 1.350 -0.260
C -2.603 0.198 0.769
C -1.597 -0.838 0.523
C -0.234 -0.796 0.880
C 0.858 0.229 0.623
C 0.710 1.700 1.016
C 1.218 -2.991 3.366
H 0.167 3.536 -0.051
H -1.799 2.794 1.213
H -2.027 0.929 -1.210
H -3.356 1.816 -0.512
H -2.573 0.592 1.801
H -3.589 -0.256 0.574
H -1.996 -1.856 0.344
H 0.158 -1.729 1.463
H 1.047 0.184 -0.473
H 1.835 -0.102 1.047
H 0.244 1.791 2.004
H 1.731 2.144 1.094
H 2.089 -2.936 4.024
H 1.408 -3.729 2.586
H 0.373 -3.309 3.983
C -0.057 0.520 4.284
C 1.222 -0.043 3.803
O 2.385 0.298 4.027
H -0.764 0.594 3.435
H 0.119 1.503 4.764
H -0.510 -0.171 5.014
*
```



(2)
The following is a DFT calculation (the ωB97M-V functional and the def2-TZVPD basis) of 2 unconnected molecules or ions with the total composition C2H10N2 at a distorted geometry.

E_HOMO in eV: -9.16
Structure (SMILES): CN.CN
HOMO-LUMO gap in eV: 10.2
F_max in eV/A: 1.854
Energy relative to the best compared isomer or geometry (same formula, charge and spin) in kcal/mol: 19.1

```
! wB97M-V def2-TZVPD RIJCOSX def2/J DEFGRID3
* xyz 0 1
N -1.421 -0.670 0.778
C -1.630 -1.802 -0.071
H -1.258 0.155 0.191
H -0.568 -0.799 1.332
H -2.623 -1.789 -0.552
H -1.608 -2.620 0.668
H -0.869 -2.003 -0.843
N 1.272 1.298 0.643
C 1.368 1.522 -0.799
H 1.157 0.362 1.048
H 2.050 1.734 1.152
H 0.653 0.800 -1.229
H 2.378 1.279 -1.169
H 1.099 2.533 -1.148
*
```



(3)
The following is a DFT calculation (the ωB97M-V functional and the def2-TZVPD basis) of a molecular structure, C4H5LiO2V at a distorted geometry.

E_HOMO (spin up / spin down) in eV: -10.21 / -11.52
HOMO-LUMO gap (spin up / spin down) in eV: 5.5 / 7.0
F_max in eV/A: 3.370
Energy relative to the best compared isomer or geometry (same formula, charge and spin) in kcal/mol: 49.1
⟨S²⟩: 6.3437

```
! wB97M-V def2-TZVPD RIJCOSX def2/J DEFGRID3
* xyz 1 5
H 1.299 0.692 0.059
C 0.052 -1.336 1.514
C 0.900 -0.210 1.755
C 0.619 0.653 2.863
C -0.633 1.173 3.147
O -0.877 1.917 4.165
V -2.208 2.774 4.919
H -0.586 -1.711 2.335
H 1.943 -0.404 1.487
H 1.397 0.797 3.617
H -1.482 0.908 2.494
O -0.115 -1.830 0.376
Li 0.373 -1.549 -1.339
*
```



(4)
The following is a DFT calculation (the ωB97M-V functional and the def2-TZVPD basis) of a molecular structure, H26O13 at a distorted geometry.

E_HOMO in eV: -8.76
HOMO-LUMO gap in eV: 8.4
F_max in eV/A: 12.174
Energy relative to the best compared isomer or geometry (same formula, charge and spin) in kcal/mol: 225.3

```
! wB97M-V def2-TZVPD RIJCOSX def2/J DEFGRID3
* xyz 0 1
H -0.921 0.601 -1.108
H -0.316 -0.037 0.140
H 1.364 2.519 -1.230
H 2.158 3.673 -0.937
H 0.345 0.341 4.422
H -0.336 1.175 3.346
H 0.260 4.083 2.597
H -0.861 3.124 1.940
H 0.086 3.678 -1.487
H -1.099 3.314 -0.450
H -4.466 -2.076 -0.282
H -3.037 -2.505 0.185
H 1.044 1.468 -3.882
H 1.487 0.964 -5.224
H -1.070 -5.189 -0.884
H 0.334 -4.464 -1.205
H 5.113 1.787 0.191
H 3.810 1.971 0.984
H 2.303 -2.123 0.632
H 1.376 -0.901 1.078
H -1.566 -1.135 2.023
H -0.030 -0.695 1.851
H 0.590 -2.834 -3.521
H 2.090 -3.268 -3.926
H -4.106 -2.665 2.211
H -3.332 -1.448 1.796
O -0.111 0.636 -0.516
O 1.599 3.032 -0.434
O 0.035 1.155 4.235
O -0.502 3.544 2.790
O -0.102 3.233 -0.684
O -3.634 -2.504 -0.526
O 0.787 1.554 -4.790
O -0.617 -4.365 -0.801
O 4.649 2.407 0.736
O 1.342 -1.788 0.799
O -0.634 -1.398 1.704
O 1.194 -3.487 -4.023
O -4.156 -1.939 1.603
*
```



(5)
The following is a DFT calculation (the ωB97M-V functional and the def2-TZVPD basis) of 11 unconnected molecules or ions with the total composition C44H109N7O19 at a distorted geometry.

E_HOMO in eV: -8.75
Structure (SMILES): COC[C@H](C)N.COC[C@H](C)N.COC[C@H](C)N.COC[C@H](C)N.COC[C@H](C)N.COC[C@H](C)N.COC[C@H](C)N.CCOC(=O)OC.CCOC(=O)OC.CCOC(=O)OC.CCOC(=O)OC
HOMO-LUMO gap in eV: 9.0
F_max in eV/A: 4.064

```
! wB97M-V def2-TZVPD RIJCOSX def2/J DEFGRID3
* xyz 0 1
C -8.162 20.676 26.064
C -7.686 20.923 24.625
C -7.378 22.382 24.311
O -6.563 22.895 25.309
C -6.306 24.268 25.099
N -6.496 20.010 24.387
H -7.488 21.223 26.739
H -8.207 19.625 26.326
H -9.120 21.144 26.323
H -8.443 20.502 23.945
H -8.341 22.921 24.359
H -6.937 22.422 23.313
H -5.842 24.459 24.121
H -5.703 24.671 25.906
H -7.278 24.803 25.068
H -6.007 20.336 23.553
H -5.869 20.163 25.183
C -3.183 28.338 18.317
C -4.596 28.631 18.802
C -4.743 29.278 20.158
O -6.083 29.563 20.429
C -6.332 30.746 21.160
N -5.306 29.516 17.773
H -2.528 27.919 19.074
H -2.731 29.275 17.953
H -3.257 27.679 17.455
H -5.111 27.671 18.632
H -4.139 30.202 20.209
H -4.267 28.692 20.971
H -7.410 30.911 21.214
H -5.973 31.636 20.593
H -5.880 30.871 22.155
H -4.639 30.274 17.589
H -6.148 29.928 18.145
C -7.287 30.370 14.909
C -8.740 30.334 15.361
C -8.871 30.315 16.836
O -10.222 30.142 17.175
C -10.463 30.266 18.571
N -9.387 31.546 14.811
H -6.690 31.082 15.489
H -7.251 30.686 13.872
H -6.825 29.405 15.127
H -9.223 29.424 14.977
H -8.442 31.237 17.267
H -8.308 29.451 17.234
H -9.831 29.554 19.136
H -11.511 30.139 18.810
H -10.134 31.276 18.877
H -10.349 31.540 15.165
H -9.471 31.455 13.802
C -2.754 25.996 24.365
C -2.835 26.831 23.093
C -1.469 27.180 22.598
O -1.605 28.128 21.562
C -0.350 28.376 21.007
N -3.534 26.083 22.046
H -3.749 25.799 24.750
H -2.214 26.569 25.130
H -2.164 25.091 24.205
H -3.367 27.746 23.418
H -0.909 26.293 22.292
H -0.950 27.656 23.449
H -0.436 29.048 20.161
H 0.172 27.461 20.718
H 0.239 28.870 21.791
H -4.513 25.896 22.276
H -3.470 26.608 21.177
C -6.010 24.563 18.867
C -6.062 24.693 20.373
C -6.622 26.019 20.793
O -6.536 26.010 22.178
C -6.909 27.232 22.809
N -6.836 23.593 20.988
H -5.348 23.763 18.530
H -5.631 25.464 18.371
H -6.997 24.317 18.471
H -5.063 24.667 20.811
H -7.659 26.268 20.531
H -5.989 26.838 20.431
H -6.362 28.077 22.395
H -6.694 26.969 23.847
H -8.000 27.378 22.761
H -6.473 23.623 21.941
H -7.836 23.745 21.065
C -10.752 23.586 27.534
C -11.026 25.059 27.660
C -10.722 25.741 26.316
O -10.545 27.102 26.465
C -9.189 27.513 26.385
N -12.433 25.204 28.031
H -10.747 23.069 28.495
H -9.781 23.317 27.088
H -11.429 23.061 26.848
H -10.386 25.564 28.392
H -11.576 25.571 25.655
H -9.833 25.274 25.863
H -9.219 28.598 26.309
H -8.754 27.065 25.482
H -8.627 27.233 27.283
H -12.882 26.059 27.732
H -13.035 24.441 27.770
C -5.502 18.702 19.896
C -5.865 20.102 19.419
C -7.325 20.439 19.583
O -8.247 19.518 19.164
C -8.537 19.580 17.761
N -5.043 21.114 20.128
H -4.464 18.450 19.707
H -6.148 17.961 19.410
H -5.714 18.642 20.968
H -5.672 20.130 18.335
H -7.534 21.395 19.076
H -7.594 20.655 20.623
H -7.610 19.582 17.167
H -9.170 20.449 17.520
H -9.092 18.680 17.485
H -5.707 21.721 20.626
H -4.637 21.760 19.454
C -3.758 31.979 29.757
C -3.378 30.833 28.847
O -4.567 30.047 28.613
C -4.413 28.944 27.899
O -3.378 28.540 27.543
O -5.624 28.369 27.688
C -5.731 27.454 26.595
H -2.944 32.718 29.759
H -3.828 31.736 30.818
H -4.611 32.511 29.343
H -2.593 30.161 29.174
H -3.128 31.297 27.887
H -4.807 26.868 26.516
H -5.904 27.879 25.608
H -6.466 26.690 26.825
C -12.689 20.658 21.249
C -11.693 21.712 20.827
O -12.027 22.926 21.541
C -11.093 23.901 21.588
O -10.014 23.793 21.173
O -11.573 24.982 22.250
C -10.671 26.114 22.401
H -12.463 20.361 22.275
H -12.581 19.736 20.671
H -13.717 20.988 21.128
H -11.788 21.915 19.765
H -10.695 21.304 20.998
H -10.217 26.472 21.472
H -9.827 25.898 23.067
H -11.303 26.894 22.824
C -3.977 27.448 14.200
C -5.095 26.427 14.307
O -6.363 26.979 14.006
C -6.691 27.260 12.735
O -5.985 27.072 11.792
O -7.936 27.721 12.720
C -8.577 27.954 11.453
H -4.196 28.299 14.849
H -3.863 27.735 13.161
H -3.075 26.981 14.601
H -5.121 25.984 15.298
H -4.895 25.625 13.587
H -8.832 26.977 11.043
H -7.860 28.385 10.739
H -9.354 28.699 11.536
C -14.672 25.820 12.925
C -13.997 24.873 13.923
O -12.635 25.268 14.207
C -12.421 26.073 15.238
O -13.260 26.596 15.877
O -11.123 26.204 15.381
C -10.696 27.122 16.358
H -15.746 25.677 13.100
H -14.420 25.684 11.879
H -14.452 26.855 13.187
H -14.002 23.836 13.584
H -14.562 24.858 14.855
H -9.990 26.614 17.011
H -11.516 27.567 16.903
H -10.106 27.896 15.877
*
```



| no. | E_tot (eV) |
| --- | --- |
| 1 | -39197.4990 |
| 2 | -5215.5224 |
| 3 | -34204.5275 |
| 4 | -27032.1766 |
| 5 | -96724.6987 |